1.
Entry from the Open Molecules 2025 dataset: a 3-piece molecular cluster, CH6O3 overall (wB97M-V/def2-TZVPD).

Its expectation value of S² is 0.7527. Its gap between HOMO and LUMO (spin up / spin down) is 2.02 / 5.86 eV. The HOMO energy (spin up / spin down) comes out at 1.0 / -2.9 eV. For the lowest unoccupied orbital energy (spin up / spin down), the calculation gives 3.0 / 2.9 eV.

Geometry as ORCA input:
```
! wB97M-V def2-TZVPD RIJCOSX def2/J DEFGRID3
* xyz -1 2
O -1.135 1.210 3.067
H 0.682 0.330 2.502
H 3.293 -3.951 -0.870
C -0.040 1.173 2.443
H -2.551 2.294 -2.623
O 2.528 -4.501 -0.693
H 0.195 1.970 1.705
H 2.782 -5.379 -0.385
O -2.445 3.249 -2.688
H -3.309 3.605 -2.458
*
```

---

2.
Entry from the Open Molecules 2025 dataset: C3H2LiMgNaO3 as an isolated structure at a distorted geometry (wB97M-V/def2-TZVPD).

Its gap between HOMO and LUMO (spin up / spin down) is 6.05 / 5.98 eV. The HOMO energy (spin up / spin down) comes out at -13.8 / -14.0 eV. For the lowest unoccupied orbital energy (spin up / spin down), the calculation gives -7.7 / -8.0 eV.

Geometry as ORCA input:
```
! wB97M-V def2-TZVPD RIJCOSX def2/J DEFGRID3
* xyz 2 1
C 2.397 0.422 -0.725
Mg 3.810 0.110 0.827
C 0.090 -0.019 -0.402
Li -3.460 0.581 -0.828
H 0.104 -0.862 -1.097
O 1.128 0.817 -0.349
C -1.101 0.363 0.500
O -2.236 -0.056 0.275
H -0.817 0.980 1.353
O 3.105 -0.428 -1.007
Na -3.020 -1.909 1.453
*
```

---

3.
Entry from the Open Molecules 2025 dataset: C3H9N4 as an isolated structure at a distorted geometry (wB97M-V/def2-TZVPD).

Its gap between HOMO and LUMO (spin up / spin down) is 8.20 / 8.20 eV. The HOMO energy (spin up / spin down) comes out at -12.5 / -12.5 eV. For the lowest unoccupied orbital energy (spin up / spin down), the calculation gives -4.3 / -4.3 eV.

Geometry as ORCA input:
```
! wB97M-V def2-TZVPD RIJCOSX def2/J DEFGRID3
* xyz 1 1
H 0.673 -2.298 0.931
N -0.764 -2.258 -0.671
H 1.424 -2.148 -0.693
H -0.686 -3.071 -1.246
N 0.596 -0.503 0.214
H 1.536 2.409 -0.277
N 1.264 2.111 0.636
C -1.476 -0.072 -0.487
H 0.353 1.451 0.383
H 1.964 1.452 0.966
H -2.230 0.653 -0.476
H 1.110 2.940 1.132
H -2.525 -1.288 -1.633
C 0.539 -1.925 -0.059
N -0.368 0.330 0.127
C -1.630 -1.260 -0.993
*
```

---

4.
Entry from the Open Molecules 2025 dataset: a 2-piece molecular cluster, C12H17NO overall at a distorted geometry (wB97M-V/def2-TZVPD).

As for the SMILES: CCc1c[nH]c2ccccc12.CCO. Its gap between HOMO and LUMO is 8.66 eV. The HOMO energy comes out at -7.8 eV. For the lowest unoccupied orbital energy, the calculation gives 0.8 eV.

Geometry as ORCA input:
```
! wB97M-V def2-TZVPD RIJCOSX def2/J DEFGRID3
* xyz 0 1
H 3.773 -3.973 1.109
H 1.693 1.622 -1.937
H -3.225 1.315 -2.421
C -3.344 0.247 1.490
O 1.398 -4.238 1.480
H 0.007 0.961 1.748
C -3.589 0.570 0.153
H 3.780 -2.454 0.255
H 1.374 1.015 -0.328
C 1.704 -3.352 0.418
C -1.203 1.309 -0.025
C 3.268 -3.401 0.325
N -2.360 1.144 -1.921
H 1.059 3.564 0.313
C -2.038 0.340 1.998
C -0.948 0.839 1.253
C -0.373 1.718 -1.124
C -1.143 1.689 -2.263
H -4.577 0.790 -0.246
C 1.715 3.136 -0.425
C 1.091 1.801 -1.044
H -0.893 2.043 -3.247
H 3.591 -3.797 -0.652
H -4.152 0.120 2.217
H 2.594 2.862 0.157
H 0.757 -4.893 1.217
C -2.519 1.114 -0.530
H 1.991 3.830 -1.223
H -1.802 0.125 3.048
H 1.157 -3.606 -0.541
H 1.215 -2.440 0.744
*
```

---

5.
Entry from the Open Molecules 2025 dataset: a 2-piece molecular cluster, C3H11N4 overall at a distorted geometry (wB97M-V/def2-TZVPD).

Its expectation value of S² is 2.0201. Its gap between HOMO and LUMO (spin up / spin down) is 8.14 / 7.27 eV. The HOMO energy (spin up / spin down) comes out at -11.8 / -13.4 eV. For the lowest unoccupied orbital energy (spin up / spin down), the calculation gives -3.7 / -6.1 eV.

Geometry as ORCA input:
```
! wB97M-V def2-TZVPD RIJCOSX def2/J DEFGRID3
* xyz 1 3
H 2.530 -0.479 0.878
H 1.021 0.082 1.864
H -1.499 -1.547 -0.971
N -1.478 -0.804 -0.224
C -2.202 0.322 -0.399
H 2.246 -0.031 -1.817
H 1.884 -1.399 -0.841
H -0.175 -1.682 0.882
N -1.898 1.397 0.400
N -0.591 -0.725 0.734
C 1.329 -0.449 -1.163
H -1.001 1.529 0.836
H -2.532 2.173 0.479
C 1.769 0.382 1.074
H 2.189 1.415 1.255
H 0.579 -0.691 -1.895
H -3.131 0.133 -0.971
N 0.963 0.374 -0.121
*
```

---

6.
Entry from the Open Molecules 2025 dataset: a 3-piece molecular cluster, C2H7NO4 overall at a distorted geometry (wB97M-V/def2-TZVPD).

Its expectation value of S² is 0.7683. Its gap between HOMO and LUMO (spin up / spin down) is 2.22 / 6.51 eV. The HOMO energy (spin up / spin down) comes out at 0.7 / -3.6 eV. For the lowest unoccupied orbital energy (spin up / spin down), the calculation gives 2.9 / 2.9 eV.

Geometry as ORCA input:
```
! wB97M-V def2-TZVPD RIJCOSX def2/J DEFGRID3
* xyz -1 2
H -0.283 0.693 -0.989
H -0.802 -1.341 -0.530
O 0.052 -1.364 2.516
H 0.445 4.741 -2.160
O -0.950 -2.737 -1.919
O 1.329 4.712 -1.792
C -0.496 -1.653 1.440
H 1.162 4.372 -0.915
C -0.018 0.394 0.062
H -1.888 -2.746 -2.121
H -1.131 -2.524 1.319
N -0.424 -0.912 0.261
H -0.620 -3.564 -2.262
O 0.608 1.130 0.809
*
```

---

What did we get for E? Answer: -267.33896, -710.48238, -338.40444, -597.39230, -339.47671, -436.08871 hartree, in the order shown.
What did we get for energy above the lowest of the compared OMol25 structures with the same formula, charge and spin? Answer: 0.8599, 3.3732, 3.1676, 2.5148, 1.5151, 0.7138 eV, in the order shown.